No. 1
DFT (ωB97M-V with the def2-TZVPD basis set) results for a 2-piece molecular cluster, C3H6INO3S overall at a distorted geometry.

## Properties
Molar mass, Da: 263.06
Orbital gap, eV: 8.473
Spin multiplicity: 1
E_tot, Ha: -1094.10135
Relative energy (zero: lowest compared OMol25 entry of this formula, charge and spin), eV: 1.442

Last column: Mulliken charge in e.
Positions of all 15 atoms, in Å:
C: -1.0576 0.8454 -0.0319  0.73
C: -2.9516 -0.4121 0.7318  -0.57
C: 2.3261 0.1767 -1.2078  -0.80
N: 0.8272 1.1537 0.9835  -0.58
O: -0.9137 0.9954 -1.1421  -0.28
O: 2.9783 -0.0225 1.4516  -0.59
O: -1.7515 0.4291 0.9005  -0.18
S: 1.8172 0.1499 0.5688  0.62
I: 0.8028 -2.1498 0.4962  -0.18
H: -3.5177 -0.0644 -0.0865  0.35
H: -3.4700 -0.4554 1.6610  0.22
H: -2.5219 -1.3236 0.2496  0.26
H: 3.0576 -0.6941 -1.4046  0.33
H: 1.5211 0.3074 -1.9313  0.31
H: 2.8535 1.0643 -1.2386  0.35


No. 2
DFT (ωB97M-V with the def2-TZVPD basis set) results for the molecule C3H6INS at a distorted geometry.

## Properties
Molar mass, Da: 215.06
Orbital gap (alpha / beta), eV: 7.781 / 5.700
Spin multiplicity: 1
E_tot, Ha: -868.42339
Relative energy (zero: lowest compared OMol25 entry of this formula, charge and spin), eV: 1.544

Last column: Mulliken charge in e.
Positions of all 12 atoms, in Å:
C: 0.7190 -0.5250 -1.4475  -1.11
C: -0.0310 0.3418 -0.3508  1.14
C: 0.1186 -0.0590 1.0725  -1.13
N: -0.7397 1.2915 -0.7790  -0.64
S: 2.4962 -1.5301 -1.7879  -0.04
I: -1.8306 1.4292 -3.0245  -0.13
H: 0.0743 -1.3921 -1.5939  0.37
H: 0.7196 0.0772 -2.3532  0.31
H: 1.1387 -0.3829 1.2665  0.32
H: -0.5412 -0.9045 1.2639  0.30
H: -0.1501 0.7485 1.7523  0.35
H: -1.3196 1.8179 -0.1384  0.26


No. 3
DFT (ωB97M-V with the def2-TZVPD basis set) results for the molecule C3H6IP at a distorted geometry.

## Properties
Molar mass, Da: 199.96
Orbital gap (alpha / beta), eV: 7.993 / 5.929
Spin multiplicity: 1
E_tot, Ha: -756.84513
Relative energy (zero: lowest compared OMol25 entry of this formula, charge and spin), eV: 2.625

Last column: Mulliken charge in e.
Positions of all 11 atoms, in Å:
C: -0.2432 -0.6409 -0.8736  -1.01
C: -0.3762 -0.2334 0.5458  0.02
C: 0.8782 -0.0869 1.2843  -0.89
P: -0.0217 1.1181 -1.9889  0.04
I: -2.1787 2.0811 -1.9492  -0.02
H: 0.6814 -1.1194 -0.9848  0.36
H: -1.0555 -1.1694 -1.3517  0.39
H: -1.3441 0.1423 1.0835  0.29
H: 0.7284 0.2022 2.2548  0.35
H: 1.3997 0.6409 0.5809  0.19
H: 1.5317 -0.9346 1.3988  0.29


Q: molar mass of number 3 (C3H6IP)?
A: 199.96 Da